[1]
A single C4H6N2 molecule, computed with wB97M-V/def2-TZVPD.

Structure (XYZ):
```
12
Properties=species:S:1:pos:R:3:forces:R:3:mulliken_charge:R:1
N -2.147 0.305 -0.237 -0.06 0.05 0.20 -0.59
C -0.777 0.052 -0.005 0.02 -0.17 0.12 0.80
C 0.237 0.999 -0.040 0.13 -0.10 0.04 -0.71
N 1.438 0.404 0.104 -0.21 0.06 -0.18 -0.09
C 1.188 -1.013 0.118 0.06 -0.22 0.07 -0.17
C -0.263 -1.245 0.249 0.03 0.44 -0.01 -1.01
H -2.508 1.097 0.280 -0.01 -0.05 -0.02 0.25
H -2.662 -0.529 0.021 -0.04 0.12 -0.06 0.29
H 0.173 2.076 -0.177 0.00 -0.19 -0.01 0.36
H 2.329 0.864 0.003 -0.14 -0.07 -0.02 0.21
H 1.953 -1.615 0.608 -0.26 0.09 0.06 0.43
H 1.040 -1.396 -0.923 0.49 0.04 -0.20 0.23
```
Positions in Å, forces in eV/Å.

## Properties
frontier orbital gap = 8.63 eV
max |F| = 0.0102 hartree/bohr
energy relative to the best compared isomer or geometry (same formula, charge and spin) = 75.7 kcal per mole
LUMO = 0.686 eV
total energy = -7222.3069 eV

***

[2]
A single C4H6N2 molecule in a non-equilibrium geometry, computed with wB97M-V/def2-TZVPD.

Structure (XYZ):
```
12
Properties=species:S:1:pos:R:3:forces:R:3:mulliken_charge:R:1
C -1.298 -0.971 -1.147 -0.04 0.13 -0.03 -0.79
C -0.232 0.036 -0.987 -0.27 -0.16 0.30 -0.29
C -0.136 0.504 0.404 -0.02 -0.11 -0.09 -0.44
N 1.090 1.229 0.758 0.16 0.00 -0.04 -0.31
C 2.089 0.475 1.257 0.65 -0.50 0.38 0.38
N 2.926 -0.175 1.733 -0.80 0.60 -0.43 -0.43
H -1.795 -0.918 -2.120 0.11 -0.03 0.12 0.32
H -2.028 -1.105 -0.332 0.13 0.08 -0.09 0.29
H -0.685 -1.892 -1.194 0.00 0.08 -0.01 0.29
H -0.982 1.222 0.432 0.04 -0.09 -0.04 0.31
H -0.351 -0.229 1.197 0.03 0.04 -0.15 0.39
H 1.403 1.826 -0.001 0.00 -0.05 0.07 0.29
```
Positions in Å, forces in eV/Å.

## Properties
frontier orbital gap = 8.81 eV
max |F| = 0.0211 hartree/bohr
energy relative to the best compared isomer or geometry (same formula, charge and spin) = 98.6 kcal per mole
LUMO = -0.417 eV
total energy = -7221.3133 eV

***

[3]
A single C4H6N2 molecule, computed with wB97M-V/def2-TZVPD.

Structure (XYZ):
```
12
Properties=species:S:1:pos:R:3:forces:R:3:mulliken_charge:R:1
N -0.537 -0.714 -1.262 0.20 0.33 0.12 0.03
C -1.177 0.310 -1.043 0.44 -0.53 0.06 -0.38
C -0.886 1.045 0.246 -0.06 0.18 0.14 -0.29
C 0.227 0.532 1.131 -0.02 0.18 -0.02 -0.04
C 0.231 -1.677 -1.566 -0.13 -0.09 -0.23 -0.42
N 1.148 1.318 1.513 -0.22 -0.35 -0.02 -0.59
H -0.683 2.090 -0.006 -0.08 -0.10 0.08 0.27
H -1.823 1.033 0.815 0.03 0.10 -0.01 0.27
H 0.163 -0.521 1.447 0.03 0.20 -0.08 0.36
H 1.151 -1.490 -2.110 -0.13 0.06 0.03 0.26
H -0.064 -2.691 -1.338 -0.03 -0.01 0.06 0.26
H 1.791 0.843 2.150 -0.04 0.03 -0.13 0.26
```
Positions in Å, forces in eV/Å.

## Properties
frontier orbital gap = 9.18 eV
max |F| = 0.0134 hartree/bohr
energy relative to the best compared isomer or geometry (same formula, charge and spin) = 74.4 kcal per mole
LUMO = 0.951 eV
total energy = -7222.3625 eV

***

[4]
A single C4H6N2 molecule in a non-equilibrium geometry, computed with wB97M-V/def2-TZVPD.

Structure (XYZ):
```
12
Properties=species:S:1:pos:R:3:forces:R:3:mulliken_charge:R:1
N 1.685 0.394 0.180 -0.12 0.17 0.06 -0.42
C 0.419 0.060 -0.239 -1.63 -1.43 1.14 0.66
C -0.687 1.066 -0.520 -0.43 -0.47 0.04 -0.78
C -1.597 0.373 0.192 0.08 0.66 0.11 -0.20
C -0.778 -0.804 0.541 2.01 1.31 -0.41 -0.47
N -0.009 -1.199 -0.714 -0.11 -0.57 -0.81 -0.59
H 2.276 -0.357 0.511 0.22 0.67 -0.25 0.19
H 2.006 1.314 -0.095 0.32 -0.66 0.35 0.22
H -0.759 1.802 -1.305 -0.05 0.25 0.02 0.39
H -2.615 0.591 0.478 -0.24 -0.01 -0.28 0.38
H -0.600 -1.296 1.483 -0.07 -0.06 -0.07 0.35
H 0.658 -1.944 -0.511 0.03 0.13 0.10 0.28
```
Positions in Å, forces in eV/Å.

## Properties
frontier orbital gap = 7.93 eV
max |F| = 0.0477 hartree/bohr
energy relative to the best compared isomer or geometry (same formula, charge and spin) = 98.8 kcal per mole
LUMO = 0.971 eV
total energy = -7221.3050 eV

***

[5]
A single C4H6N2 molecule in a non-equilibrium geometry, computed with wB97M-V/def2-TZVPD.

Structure (XYZ):
```
12
Properties=species:S:1:pos:R:3:forces:R:3:mulliken_charge:R:1
C -1.253 0.814 -0.278 0.07 -0.02 -0.05 -1.22
C -0.514 -0.423 0.175 -0.16 0.07 0.17 0.23
N 0.088 -1.378 -0.744 -0.03 -0.05 -0.23 -0.59
C 0.965 -0.635 0.168 0.14 0.04 0.17 -0.05
C 1.896 0.346 -0.354 0.56 0.62 -0.35 0.12
N 2.694 1.082 -0.755 -0.84 -0.64 0.35 -0.42
H -0.779 1.333 -1.117 0.07 -0.15 0.13 0.33
H -2.264 0.520 -0.584 0.17 0.06 0.00 0.33
H -1.362 1.525 0.549 0.10 -0.13 -0.11 0.30
H -1.010 -0.923 1.005 0.06 0.01 -0.10 0.34
H 0.163 -0.996 -1.685 -0.08 0.05 0.13 0.29
H 1.403 -1.246 0.955 -0.06 0.13 -0.10 0.35
```
Positions in Å, forces in eV/Å.

## Properties
frontier orbital gap = 11.00 eV
max |F| = 0.0217 hartree/bohr
energy relative to the best compared isomer or geometry (same formula, charge and spin) = 35.9 kcal per mole
LUMO = 0.940 eV
total energy = -7224.0352 eV

***

[6]
A single C4H6N2 molecule in a non-equilibrium geometry, computed with wB97M-V/def2-TZVPD.

Structure (XYZ):
```
12
Properties=species:S:1:pos:R:3:forces:R:3:mulliken_charge:R:1
C 1.180 -1.831 0.065 0.23 3.73 0.42 -0.33
N 1.059 -0.558 0.388 -0.88 -3.10 -0.15 -0.48
C -0.109 0.171 0.140 0.44 0.95 -1.05 0.41
C 0.152 1.671 0.002 -1.72 0.16 0.13 -1.13
C -1.288 -0.394 -0.131 2.00 0.68 -0.02 0.24
N -2.350 -0.919 -0.005 -3.78 -2.22 -1.26 -0.46
H 2.074 -2.209 0.444 1.36 -1.08 0.46 0.29
H 0.671 -2.431 -0.665 -1.04 0.03 -0.13 0.24
H 0.002 2.256 0.942 -1.06 -0.36 -0.70 0.24
H -0.335 2.079 -0.934 0.47 -0.10 1.43 0.29
H 1.185 1.826 -0.031 1.83 -0.20 -0.88 0.40
H -2.982 -1.386 -0.784 2.15 1.52 1.75 0.30
```
Positions in Å, forces in eV/Å.

## Properties
frontier orbital gap = 8.62 eV
max |F| = 0.0887 hartree/bohr
energy relative to the best compared isomer or geometry (same formula, charge and spin) = 73.9 kcal per mole
LUMO = 0.722 eV
total energy = -7222.3873 eV

***

[7]
2 unconnected molecules or ions with the total composition C4H6N2 in a non-equilibrium geometry, computed with wB97M-V/def2-TZVPD.

Structure (XYZ):
```
12
Properties=species:S:1:pos:R:3:forces:R:3:mulliken_charge:R:1
C -0.388 -0.725 0.363 -2.66 0.45 6.01 1.67
C -0.082 -0.773 -0.769 2.38 -1.44 -7.98 -2.68
C 0.437 2.304 0.413 1.02 -0.28 -0.06 -0.15
C -1.041 -0.664 1.664 -0.97 -0.42 -0.58 -1.04
N 1.479 1.934 0.022 -1.55 0.77 0.52 -0.39
N 0.349 -0.869 -2.045 -1.93 0.46 3.33 -0.37
H -0.239 -0.775 2.372 -0.01 -0.87 0.81 0.34
H -1.995 -1.377 1.731 2.35 1.57 0.05 0.34
H -1.290 0.391 1.870 -0.44 -0.23 -0.41 0.29
H 2.174 1.620 -0.614 0.56 -0.27 -0.35 0.43
H 1.025 -0.150 -2.315 1.89 0.91 -0.53 0.71
H -0.429 -0.916 -2.692 -0.63 -0.65 -0.81 0.86
```
Positions in Å, forces in eV/Å.

## Properties
frontier orbital gap (alpha / beta) = 4.13 / 8.13 eV
max |F| = 0.1643 hartree/bohr
energy relative to the best compared isomer or geometry (same formula, charge and spin) = 104.1 kcal per mole
2S+1 = 3
LUMO (alpha / beta) = 0.676 / -3.599 eV
total energy = -7216.5814 eV

***

[8]
A single C4H6N2O molecule, computed with wB97M-V/def2-TZVPD.

Structure (XYZ):
```
13
Properties=species:S:1:pos:R:3:forces:R:3:mulliken_charge:R:1
N -2.195 -0.602 0.177 -0.13 0.15 -0.01 -0.62
C -0.914 -0.045 0.417 0.15 0.11 -0.24 0.29
C -0.388 1.207 0.277 -0.15 -0.07 -0.10 -0.61
C 1.012 1.048 -0.004 0.19 -0.08 0.00 -0.46
C 1.263 -0.297 0.013 -0.15 0.19 0.04 0.22
O 2.345 -1.063 -0.280 0.27 0.16 0.10 -0.52
N 0.117 -0.954 0.346 0.04 -0.01 -0.27 -0.08
H -2.104 -0.953 -0.777 -0.44 -0.17 0.16 0.26
H -2.885 0.138 0.115 -0.03 -0.05 0.26 0.26
H -0.948 2.134 0.276 0.08 -0.15 -0.15 0.36
H 1.692 1.829 -0.312 0.06 -0.08 0.24 0.36
H 2.997 -0.492 -0.702 0.04 -0.11 0.09 0.32
H 0.007 -1.950 0.455 0.08 0.10 -0.13 0.23
```
Positions in Å, forces in eV/Å.

## Properties
frontier orbital gap = 8.04 eV
max |F| = 0.0098 hartree/bohr
energy relative to the best compared isomer or geometry (same formula, charge and spin) = 29.4 kcal per mole
LUMO = 0.821 eV
total energy = -9272.2265 eV

***

[9]
A single C4H6N2O molecule, computed with wB97M-V/def2-TZVPD.

Structure (XYZ):
```
13
Properties=species:S:1:pos:R:3:forces:R:3:mulliken_charge:R:1
C -2.201 0.069 0.075 -0.18 0.09 -0.09 -1.03
C -0.801 0.147 -0.435 -0.09 -0.21 -0.03 0.70
C 0.285 0.814 0.206 0.12 -0.20 0.01 -0.57
C 1.346 0.068 -0.208 -0.10 -0.08 -0.04 0.37
N 2.614 -0.180 0.278 0.16 0.14 -0.13 -0.59
O 0.982 -0.751 -1.208 0.28 -0.13 0.22 -0.19
N -0.406 -0.733 -1.316 -0.34 0.13 0.32 -0.50
H -2.677 -0.810 -0.365 -0.08 0.24 -0.03 0.34
H -2.129 -0.099 1.157 -0.14 0.09 -0.22 0.28
H -2.804 0.961 -0.097 0.01 0.00 -0.04 0.28
H 0.238 1.681 0.850 0.10 -0.45 0.21 0.36
H 2.635 -0.239 1.290 0.02 0.20 -0.23 0.26
H 2.933 -1.056 -0.122 0.24 0.18 0.06 0.29
```
Positions in Å, forces in eV/Å.

## Properties
frontier orbital gap = 9.59 eV
max |F| = 0.0099 hartree/bohr
energy relative to the best compared isomer or geometry (same formula, charge and spin) = 50.0 kcal per mole
LUMO = 0.876 eV
total energy = -9271.3344 eV

***

- Look up the energy relative to the best compared isomer or geometry (same formula, charge and spin) of the sixth one.
  73.9 kcal per mole

***

- Which of these has the lowest total energy?
  number 8